[1]
51
Properties=species:S:1:pos:R:3 method="wB97M-V/def2-TZVPD" e_lumo_ev=0.07 fmax_ha_per_bohr=0.0634 de_lowest_ev=3.0219 e_homo_ha=-0.284 gap_ev=7.78 spin_multiplicity=1 smiles="[H]/N=C(/Cc1c[nH]c2ccccc12)C(=O)O.CNC(=O)[C@@H]1CCCN1C(C)=O"
C -4.11177 -1.87670 0.68766
C -0.19839 -3.62737 3.37274
C 0.42552 1.48525 -0.22061
H -2.75674 -2.14883 4.27796
H -0.97505 2.79921 0.75454
H 3.01202 4.31305 -4.45941
C -0.24203 2.70526 -0.04173
N -3.27960 -0.75868 1.13246
H -1.52714 -3.91775 5.06387
N 1.49949 4.51586 -2.84718
C -2.50314 -2.83092 3.46518
H 2.47364 1.70153 -7.49264
H -1.11106 -0.25400 4.58587
O -1.64466 0.29038 2.12643
H -3.53681 0.16512 0.81696
H -1.61800 -2.76414 1.54840
H 4.21946 1.93528 -4.38789
H 0.21545 0.64820 0.43710
C 2.63664 0.48901 -4.48106
H -4.72384 -1.55723 -0.15745
H 1.21304 5.48759 -2.94623
H 0.58307 -3.83395 4.10647
C 0.04329 3.79407 -0.87946
C -2.18279 -0.77957 1.89701
H 1.89424 0.40038 -1.37665
C 1.65021 2.43060 -2.06959
C 2.27076 0.72243 -5.91411
H -4.77658 -2.19203 1.49340
H -0.46686 4.74072 -0.73790
H 3.98610 1.01331 -2.89861
C -1.62956 -2.12214 2.43028
C 3.46430 1.50145 -3.72697
O 2.85030 1.74637 -6.59983
C 1.37390 1.34277 -1.23851
C -1.57402 -3.94375 3.97426
H -3.40320 -3.25197 3.01912
C 0.99756 3.64425 -1.89024
C 2.56840 2.58360 -3.18507
H -0.02940 -4.23935 2.48546
H -1.91369 -4.92287 3.63436
H 1.66639 -1.23973 -4.39336
N -0.26825 -2.22403 2.98998
O 1.67832 -1.66233 3.96649
H 0.47000 -0.00832 5.34572
C -0.04642 -0.14650 4.39802
H -3.49745 -2.71901 0.36642
H 0.14653 0.71711 3.76442
O 1.47037 -0.04480 -6.43781
C 0.50673 -1.38722 3.72354
C 2.45650 3.87676 -3.63380
N 2.24425 -0.59638 -3.84800

[2]
50
Properties=species:S:1:pos:R:3 method="wB97M-V/def2-TZVPD" e_lumo_ev=-0.36 fmax_ha_per_bohr=0.0506 de_lowest_ev=0.5727 e_homo_ha=-0.267 gap_ev=6.92 spin_multiplicity=1
C 3.85942 -1.27009 2.62003
H -1.04258 -2.46867 3.20983
C -1.28843 2.32065 -3.94961
H -0.27146 6.90129 -2.01045
H -2.33403 2.67624 -4.27560
C -0.64097 2.09821 1.23763
C -0.46058 4.24252 -2.51258
H -4.29840 -4.39647 -2.08862
N 3.44886 -0.43711 1.47571
C -3.59240 -4.10791 -1.34088
C -0.25366 4.13807 -0.21554
H 0.11197 2.62176 1.87647
C 2.24665 -0.59491 0.82180
C -0.43847 -2.71432 1.18840
H -2.72965 -4.05368 1.94327
H 1.28168 6.47370 -1.38449
H -0.07843 6.72374 -0.19596
H 4.83758 -3.09822 3.07163
C -3.67131 -4.34137 0.03195
C -0.16586 4.92065 -1.32966
Pb 0.26135 -1.30542 -1.85888
N 1.47967 -1.55058 1.31801
H -0.31577 1.08033 1.04261
C -2.65855 -3.95696 0.90444
H 2.99251 -1.43066 3.26237
H -2.32312 -3.23264 -2.80338
H 4.60524 -0.63793 3.11120
C 4.41085 -2.64689 2.19692
H 3.60011 -3.26971 1.82751
Te -2.00011 0.25520 -1.25270
H 4.16443 0.09396 1.01214
S 1.97083 0.40054 -0.52084
H -4.44602 -4.89031 0.43894
H -0.60831 2.76611 -4.69835
H 5.16645 -2.50347 1.40493
C -0.66517 2.81847 -0.14299
H -1.21227 1.25074 -3.98855
H 0.73584 -2.85276 3.02630
C -2.45836 -3.44793 -1.77591
C -0.27829 -3.09129 2.64242
C 0.20067 6.33282 -1.23115
C -1.54830 -3.28671 0.40558
H -0.32612 -4.18874 2.79762
C -0.94571 2.94551 -2.57139
H -1.68145 2.10852 1.68998
H -0.03141 4.63479 0.75715
N -1.50677 -3.01658 -0.93394
H -0.42181 4.76167 -3.45766
N 0.41182 -1.95539 0.58274
C -1.09219 2.18127 -1.35845

[3]
50
Properties=species:S:1:pos:R:3 method="wB97M-V/def2-TZVPD" e_lumo_ev="-4.26 / -4.82" fmax_ha_per_bohr=0.0613 e_homo_ha="-0.459 / -0.466" gap_ev="8.23 / 7.86" spin_multiplicity=3 s_squared=2.02 total_charge=+1
H 0.59634 0.31996 3.73335
O -0.10187 -0.15660 -4.22437
C 1.10262 1.69048 -0.97843
C 0.67516 1.44429 -2.28399
H 0.52923 -2.89036 3.94797
C 2.86709 -1.81341 -0.60647
H 2.04181 5.55372 -0.06895
H 0.37892 5.89739 -0.37936
H 1.50924 6.15890 -1.67858
C 0.82644 3.79085 -2.69866
O -1.31782 -0.45881 -2.09557
H 1.62450 -1.66471 3.24738
C 1.06532 4.06300 -1.33540
C -0.63015 -0.51982 2.14370
C -2.10343 -1.78271 0.82231
C -3.26898 -2.20066 -0.03891
C 1.26883 5.48628 -0.85057
H -4.11546 -2.52394 0.53914
H -3.58951 -1.36744 -0.69562
C -1.79424 -0.45221 1.28360
W 0.01722 -1.21559 -0.04159
C -2.63708 0.75928 0.96486
C -0.20367 -1.91554 2.18865
H -1.50577 -4.65248 2.13129
C 0.53952 2.52677 -3.15835
O 4.04045 -2.16598 -0.48907
H -2.95820 -3.05471 -0.64602
H -0.80429 1.31213 3.24001
C 0.91016 -2.45491 3.02057
H -3.48872 0.88296 1.61593
H 0.65429 1.25023 2.24334
C -1.10857 -4.18625 1.22400
H -2.02746 1.66240 1.03835
S -0.02986 -0.16145 -2.76494
C 2.29972 -1.54801 -1.97195
H -0.12191 -4.60253 1.03761
H 0.25501 2.37275 -4.21512
C -1.10671 -2.68007 1.37727
H -1.75694 -4.47167 0.36672
C 1.19987 2.97564 -0.47164
H 1.40682 3.10406 0.58820
H 0.84362 4.63456 -3.40445
H 1.52252 0.85532 -0.34398
H 1.45323 -3.24228 2.46800
N 0.91552 -1.17059 -1.87787
H 2.84492 -0.74032 -2.47111
H -3.01776 0.72164 -0.07078
O 1.98764 -1.58179 0.37970
H 2.32342 -2.43605 -2.62597
C -0.01102 0.64827 2.88579